Record 1
{"formula": "C33H45FN4O2P2Pt", "method": "ωB97M-V with the def2-TZVPD basis set", "elements": ["Pt", "N", "C", "C", "C", "C", "C", "C", "P", "C", "C", "C", "C", "C", "C", "C", "C", "C", "C", "C", "C", "H", "H", "H", "H", "H", "H", "H", "H", "H", "H", "H", "H", "H", "H", "H", "H", "C", "N", "C", "P", "O", "N", "C", "C", "N", "C", "C", "H", "H", "H", "H", "H", "H", "H", "H", "H", "H", "H", "H", "H", "H", "H", "H", "H", "H", "C", "C", "C", "O", "H", "H", "H", "H", "H", "H", "H", "F", "C", "C", "C", "C", "C", "C", "H", "H", "H", "H"], "xyz": [[1.080948, 0.851161, 0.338513], [1.468831, 3.947300, -0.109225], [0.867478, 4.130611, -1.346193], [1.067455, 5.346333, -2.020333], [0.509006, 5.597650, -3.252193], [-0.290954, 4.634894, -3.859112], [-0.476134, 3.430157, -3.214953], [0.092986, 3.140025, -1.967455], [-0.162233, 1.436538, -1.355775], [0.365605, 0.541507, -2.909668], [-0.551991, 0.118109, -3.874588], [-0.131200, -0.482487, -5.052167], [1.220531, -0.669057, -5.295087], [2.144476, -0.242536, -4.353986], [1.718471, 0.352877, -3.176202], [-1.933223, 1.062666, -1.415562], [-2.893337, 2.064664, -1.479451], [-4.241593, 1.735797, -1.455528], [-4.634797, 0.409247, -1.354492], [-3.676035, -0.593194, -1.285188], [-2.328737, -0.269459, -1.317513], [1.881914, 4.792172, 0.256101], [0.896455, 3.453406, 0.564057], [1.681891, 6.101069, -1.542496], [0.686942, 6.548443, -3.737654], [-0.749013, 4.816418, -4.821362], [-1.075466, 2.674060, -3.702106], [-1.614325, 0.251622, -3.714177], [-0.865209, -0.802767, -5.780687], [1.550365, -1.140439, -6.211817], [3.204003, -0.374626, -4.530495], [2.451395, 0.684025, -2.459291], [-2.588477, 3.101068, -1.543833], [-4.985551, 2.519610, -1.512265], [-5.686699, 0.156724, -1.329199], [-3.978850, -1.629742, -1.203446], [-1.576046, -1.045457, -1.253667], [-1.902118, -3.406718, 3.998075], [-1.734400, -2.594063, 2.810014], [-2.971718, -2.262642, 2.126558], [-0.275781, -2.406031, 2.035927], [-0.416207, -1.461378, 0.906095], [0.740744, -1.999289, 3.290768], [0.370930, -0.806148, 4.044141], [2.184853, -2.055681, 3.067511], [0.380057, -3.841272, 1.503107], [0.122790, -4.248220, 0.130717], [0.618941, -4.953473, 2.404802], [-2.622704, -2.929936, 4.668369], [-0.956890, -3.499523, 4.529178], [-2.276586, -4.409677, 3.763618], [-3.644523, -1.743070, 2.814868], [-3.484367, -3.160458, 1.761206], [-2.758393, -1.605169, 1.289646], [-0.684190, -0.834017, 4.310465], [0.563781, 0.108424, 3.466430], [0.962871, -0.769519, 4.959493], [2.441446, -2.891905, 2.424417], [2.688995, -2.176027, 4.028773], [2.556437, -1.141044, 2.592580], [-0.052382, -3.369635, -0.485396], [-0.747588, -4.912349, 0.060726], [0.990896, -4.786193, -0.258294], [0.817471, -4.590785, 3.411245], [1.493256, -5.517007, 2.067403], [-0.233079, -5.643414, 2.441371], [-2.459346, 1.319440, 1.951544], [-1.553215, 2.466845, 1.523919], [-0.842450, 3.076680, 2.726676], [-0.592674, 2.052061, 0.580142], [-3.192766, 1.656540, 2.687362], [-1.855137, 0.523233, 2.392858], [-2.992438, 0.904901, 1.098146], [-2.165984, 3.248348, 1.053404], [-0.111549, 2.365242, 3.118714], [-1.549121, 3.320508, 3.521682], [-0.315585, 3.991767, 2.450588], [6.471848, -1.719124, -0.926527], [5.266346, -1.157467, -0.661327], [5.186013, 0.211277, -0.517003], [3.941630, 0.778766, -0.257414], [2.785854, -0.006157, -0.128404], [2.929647, -1.393868, -0.287020], [4.159905, -1.978479, -0.551314], [6.078965, 0.813528, -0.620062], [3.863382, 1.855956, -0.162715], [2.052415, -2.024947, -0.199626], [4.272836, -3.047220, -0.678941]], "forces_ev_per_a": [[-0.243, -0.048, 0.468], [0.074, 0.351, -0.051], [-0.028, -0.016, 0.213], [0.109, -0.018, 0.027], [-0.032, -0.030, -0.004], [0.016, 0.034, 0.012], [0.030, -0.047, 0.035], [-0.253, -0.020, -0.097], [0.464, 0.110, -1.140], [-0.112, -0.066, 0.059], [-0.058, -0.035, 0.082], [0.027, 0.004, -0.025], [-0.020, -0.006, -0.018], [0.024, 0.023, 0.040], [-0.021, 0.085, -0.046], [-0.028, -0.157, 0.253], [-0.002, -0.021, -0.023], [-0.005, 0.011, -0.007], [-0.005, -0.005, 0.007], [0.010, -0.002, 0.000], [0.004, 0.008, -0.012], [-0.054, -0.027, 0.044], [0.032, -0.170, -0.099], [-0.006, 0.012, 0.013], [0.005, 0.014, -0.003], [-0.003, -0.003, -0.009], [-0.032, -0.049, -0.031], [0.043, -0.004, -0.035], [-0.009, -0.003, -0.003], [0.008, -0.005, -0.009], [0.020, -0.004, 0.000], [0.104, 0.018, 0.105], [-0.003, 0.020, 0.008], [-0.012, 0.012, 0.006], [-0.019, -0.004, -0.005], [0.001, -0.006, -0.006], [-0.016, 0.000, 0.055], [0.023, 0.000, 0.022], [0.093, 0.065, 0.010], [-0.016, -0.017, -0.019], [0.041, -0.094, 0.056], [-0.156, -0.198, 0.023], [0.039, -0.030, -0.071], [-0.052, -0.025, 0.036], [0.015, 0.018, 0.024], [-0.079, 0.029, 0.052], [0.010, 0.005, -0.023], [0.016, -0.008, 0.007], [-0.008, 0.004, 0.011], [-0.003, -0.014, 0.000], [-0.006, -0.010, 0.003], [-0.010, 0.004, 0.000], [-0.013, -0.006, -0.006], [-0.013, 0.018, -0.045], [0.011, 0.032, -0.020], [-0.003, -0.001, 0.048], [0.003, 0.022, 0.018], [0.012, -0.007, -0.001], [0.000, 0.004, 0.007], [0.009, -0.007, -0.001], [0.016, -0.009, -0.009], [-0.005, -0.002, -0.008], [0.005, -0.005, -0.013], [0.010, -0.005, 0.001], [-0.009, -0.003, 0.000], [0.005, 0.002, 0.005], [0.068, 0.014, 0.008], [-0.034, -0.305, 0.213], [-0.013, 0.035, -0.025], [-0.205, 0.985, 0.263], [-0.005, 0.021, 0.015], [0.014, -0.031, -0.007], [-0.020, -0.018, -0.032], [-0.004, -0.045, -0.042], [-0.015, -0.026, 0.024], [-0.013, 0.017, 0.012], [0.023, -0.001, -0.013], [-0.061, 0.028, 0.008], [0.028, -0.035, -0.002], [-0.015, 0.025, 0.034], [0.046, -0.114, 0.068], [0.222, -0.370, -0.402], [0.031, 0.067, 0.021], [0.016, 0.025, 0.031], [0.008, 0.005, 0.006], [0.002, 0.013, -0.052], [-0.021, 0.005, -0.042], [0.001, -0.015, -0.001]], "lowdin_charge": [0.93, 0.10, -0.30, -0.04, -0.09, -0.09, -0.10, -0.24, 0.93, -0.30, -0.10, -0.08, -0.09, -0.07, -0.08, -0.33, -0.08, -0.07, -0.08, -0.08, -0.11, 0.09, 0.03, 0.11, 0.10, 0.10, 0.10, 0.10, 0.10, 0.10, 0.10, 0.08, 0.11, 0.10, 0.10, 0.11, 0.10, -0.12, -0.30, -0.10, 0.52, -0.33, -0.30, -0.10, -0.10, -0.31, -0.11, -0.12, 0.08, 0.07, 0.08, 0.09, 0.09, 0.05, 0.08, 0.06, 0.09, 0.07, 0.09, 0.07, 0.07, 0.08, 0.09, 0.07, 0.09, 0.08, -0.04, -0.51, -0.05, -0.54, 0.09, 0.06, 0.06, 0.14, 0.06, 0.08, 0.07, 0.04, -0.29, -0.02, -0.14, -0.40, -0.13, -0.02, 0.11, 0.08, 0.07, 0.11], "largest_force_ha_per_bohr": 0.0240, "charge": 0, "homo_lumo_gap_ha": 0.27544, "lumo_energy_ev": -0.07}



Record 2
{"formula": "C10H13FeN2O5S", "method": "ωB97M-V with the def2-TZVPD basis set", "elements": ["O", "C", "Fe", "O", "C", "C", "O", "C", "O", "C", "O", "H", "C", "C", "N", "C", "S", "N", "C", "C", "H", "H", "H", "H", "H", "H", "H", "H", "H", "H", "H", "H"], "xyz": [[0.041326, 5.450678, -6.292483], [0.126850, 4.314429, -6.409179], [-0.172374, -0.055278, -3.992720], [0.009978, 1.513334, -1.467684], [0.058824, 0.821572, -2.460029], [0.268376, -2.454198, -3.088266], [0.349284, -3.583215, -3.388499], [1.442638, 0.049377, -2.920401], [2.589913, 0.032918, -2.549695], [-1.695738, -0.695935, -3.248843], [-2.594364, -1.060275, -2.581713], [-0.531436, 0.976601, -4.935017], [2.152076, 1.525275, 2.616886], [0.909287, 1.089360, 1.856462], [1.174959, -0.175524, 1.177487], [0.184154, -0.947264, 0.677199], [0.482427, -1.805318, -0.781571], [-1.005025, -1.011985, 1.358879], [-0.952482, -1.478354, 2.764769], [-2.318301, -1.302551, 3.396279], [2.541595, 0.701647, 3.231791], [1.896987, 2.374373, 3.262101], [2.936109, 1.845787, 1.917005], [0.067431, 0.931073, 2.535193], [0.610552, 1.850496, 1.122056], [1.985740, -0.138343, 0.557718], [-1.675537, -1.561836, 0.828499], [-0.658110, -2.539306, 2.827577], [-0.212589, -0.877571, 3.294415], [-3.054860, -1.977224, 2.941762], [-2.267671, -1.534112, 4.463897], [-2.690004, -0.278634, 3.286128]], "forces_ev_per_a": [[0.191, -2.554, -0.269], [-0.191, 2.548, 0.274], [1.554, -1.359, -0.207], [0.293, -2.462, -3.160], [-2.266, 5.798, 5.789], [0.584, -6.010, -2.849], [-0.389, 4.782, 1.309], [7.429, -2.687, -0.768], [-4.889, 0.987, -0.790], [-5.595, -2.593, 3.701], [3.624, 1.699, -2.937], [-0.180, 1.415, -1.209], [0.059, 0.079, 0.023], [-0.142, 0.363, 0.855], [-0.941, -0.375, -1.809], [0.481, 0.988, 1.221], [-0.577, 0.291, 1.141], [1.216, -1.255, -1.036], [-0.304, 0.307, 0.706], [-0.332, 0.015, 0.123], [-0.121, 0.303, -0.098], [0.175, -0.207, -0.149], [-0.136, -0.077, 0.234], [0.196, 0.177, -0.139], [0.042, -0.285, 0.055], [-0.003, -0.237, 0.357], [-0.107, 0.187, -0.003], [0.085, 0.380, -0.264], [-0.026, -0.188, -0.039], [0.146, 0.114, 0.090], [-0.015, -0.014, -0.170], [0.140, -0.129, 0.021]], "lowdin_charge": [0.01, 0.00, 0.44, 0.10, -0.41, -0.19, 0.12, -0.30, 0.13, -0.15, 0.14, 0.02, -0.06, -0.22, 0.05, -0.66, 0.99, 0.04, -0.23, -0.08, 0.09, 0.09, 0.09, 0.11, 0.13, 0.14, 0.13, 0.14, 0.11, 0.09, 0.09, 0.09], "largest_force_ha_per_bohr": 0.1653, "charge": 1, "homo_lumo_gap_ha": [0.24195, 0.17372], "lumo_energy_ev": [-5.09, -7.67], "s_squared": 6.183, "spin_multiplicity": 5}



Record 3
{"formula": "C8H14N", "method": "ωB97M-V with the def2-TZVPD basis set", "elements": ["C", "C", "C", "C", "C", "C", "C", "C", "N", "H", "H", "H", "H", "H", "H", "H", "H", "H", "H", "H", "H", "H", "H"], "xyz": [[1.551145, -1.531250, -0.647727], [0.818361, -2.062841, 0.244716], [-0.720835, -0.832835, 0.815345], [-0.139330, 0.184191, -0.123158], [-2.039483, -1.545835, 0.570473], [-0.540176, 0.170318, -1.619896], [-0.195470, 1.614850, 0.478681], [2.339393, 0.364767, 0.670936], [1.281179, -0.298004, -0.003425], [2.443880, -1.804453, -1.174191], [-0.391439, -0.603495, 1.803611], [-2.704450, -0.815922, 0.413097], [-2.545547, -2.073933, 1.369624], [-1.989304, -2.151643, -0.267818], [-0.735166, -0.781400, -2.060595], [0.317623, 0.649572, -2.029103], [-1.452129, 0.634437, -1.616330], [0.438174, 1.684562, 1.431045], [-1.263186, 1.908798, 0.762237], [0.142740, 2.440146, -0.224688], [3.314618, -0.157609, 0.536804], [2.748131, 1.231004, 0.126212], [2.161560, 0.568234, 1.749687]], "forces_ev_per_a": [[2.010, 0.490, -0.904], [-3.361, 0.529, 2.741], [0.445, -2.230, -0.914], [0.755, 0.808, -0.130], [2.513, -0.786, 2.048], [1.496, -0.998, 2.407], [-0.597, 1.069, 0.760], [2.680, 0.531, 0.752], [-0.321, -0.541, -1.452], [-0.061, 0.123, -0.722], [-0.061, -0.229, 0.824], [-2.635, 3.204, -1.168], [0.894, -0.403, 0.559], [0.067, -1.100, -1.683], [0.399, -0.938, -0.079], [-0.021, 0.744, -1.224], [-2.058, 1.958, -0.740], [-1.111, -0.071, -1.376], [1.338, -0.598, -0.359], [-0.221, -1.270, 0.636], [-1.019, -0.779, 0.652], [-1.321, 0.604, 0.204], [0.190, -0.117, -0.833]], "lowdin_charge": [-0.09, 0.30, 0.00, -0.50, -0.01, 0.03, -0.01, -0.04, -0.15, 0.14, 0.13, 0.06, 0.11, 0.08, 0.09, 0.10, 0.07, 0.10, 0.12, 0.12, 0.12, 0.12, 0.12], "largest_force_ha_per_bohr": 0.0850, "charge": 1, "homo_lumo_gap_ha": 0.32327, "lumo_energy_ev": -5.29}